# 1
Formula: C19H17Cl5N2Sr
Source: the Open Molecules 2025 dataset
Level of theory: the ωB97M-V functional and the def2-TZVPD basis

Summary:
* HOMO level (alpha / beta): -6.6 / -7.2 eV
* LUMO energy (alpha / beta): -1.7 / -0.4 eV
* strongest force on any atom: 3.07 eV/Å
* calculated total energy: -3175.17940 hartree
* gap between HOMO and LUMO (alpha / beta): 4.9 / 6.8 eV

ORCA input file:
```
! RIJCOSX wB97M-V def2-TZVPD def2/J DEFGRID3
* xyz 0 1
C -1.93120 -2.00162 1.58779
C -2.78502 1.35763 -2.02573
H -1.08251 -2.66453 1.78866
H -2.79716 -2.62352 1.28999
H -2.22838 -1.53160 2.53985
H -2.11487 1.54342 -2.88411
H -3.70190 0.88290 -2.45490
H -3.07332 2.31893 -1.55861
C -0.48491 -3.02002 -1.12744
C 0.47694 -4.02814 -1.03092
C 1.77031 -3.75917 -1.46429
C 2.06758 -2.47083 -1.91366
H -1.52249 -3.24258 -0.89772
H 0.15683 -4.97756 -0.61649
H 2.54436 -4.52527 -1.46017
H 3.06159 -2.18106 -2.25008
N -0.18278 -1.75594 -1.45128
C 1.07793 -1.47395 -1.84667
C 1.41582 -0.05081 -2.08815
N 0.60445 0.87849 -1.54560
C 0.89208 2.17478 -1.71472
C 2.89345 1.67101 -2.95755
C 2.02725 2.62219 -2.40986
H 0.17472 2.87649 -1.28367
H 2.19269 3.69200 -2.51460
C 2.56980 0.32335 -2.80976
H 3.17453 -0.45951 -3.25664
H 3.78717 1.97259 -3.50613
Sr -2.05456 -0.18884 -0.21187
C -1.53182 3.77026 -0.14512
H -1.46464 4.00220 -1.21002
H -0.61243 3.59813 0.41330
H -2.36929 4.18229 0.41243
Cl 1.67113 -1.42241 1.51074
C 0.71186 -0.44997 2.56242
C -0.38171 0.21710 2.07235
C -1.22356 0.93275 2.87615
Cl -2.69074 1.65491 2.18460
C -0.97687 1.03512 4.27382
Cl -2.04971 1.90811 5.27224
C 0.15898 0.37268 4.80623
Cl 0.46362 0.44092 6.48698
C 1.01150 -0.38451 3.95578
Cl 2.35525 -1.21641 4.60242
*
```


# 2
Formula: C5H6CrO11
Source: the Open Molecules 2025 dataset
Level of theory: the ωB97M-V functional and the def2-TZVPD basis

Summary:
* HOMO level (alpha / beta): -5.4 / -6.1 eV
* LUMO energy (alpha / beta): 2.9 / 3.0 eV
* strongest force on any atom: 4.44 eV/Å
* calculated total energy: -2066.47987 hartree
* gap between HOMO and LUMO (alpha / beta): 8.3 / 9.1 eV
* expectation value of S²: 3.781

ORCA input file:
```
! RIJCOSX wB97M-V def2-TZVPD def2/J DEFGRID3
* xyz -1 4
Cr -0.03388 -0.06659 0.44799
C -1.21773 1.33813 -3.24313
C -0.99435 0.92555 -1.78285
O -1.10072 -0.29402 -1.50678
O -0.40320 1.66244 -0.95688
H -1.31325 2.42740 -3.24498
H -2.18087 0.99894 -3.62594
H -0.42636 1.02611 -3.91760
O 3.70510 0.20284 -1.01106
C 2.45831 -0.02037 -0.54563
O 1.95242 0.74914 0.32188
O 1.66497 -0.87410 -0.94195
H 3.85978 -0.31403 -1.80748
O 0.99303 -3.54766 2.11864
C 0.51589 -2.37910 1.63781
O -0.18456 -2.25160 0.61869
O 0.72391 -1.26566 2.19870
H 1.31803 -3.26165 2.98708
O -2.67410 1.16228 3.07328
C -1.78695 0.80469 2.15653
O -0.61800 1.29181 2.01507
O -1.97009 -0.00780 1.23318
H -2.28735 1.69328 3.77544
*
```


# 3
Formula: C26H40BrCl21F2N4O2PS
Source: the Open Molecules 2025 dataset
Level of theory: the ωB97M-V functional and the def2-TZVPD basis

Summary:
* HOMO level: -9.8 eV
* LUMO energy: -3.9 eV
* strongest force on any atom: 3.92 eV/Å
* calculated total energy: -14561.06588 hartree
* gap between HOMO and LUMO: 6.0 eV

ORCA input file:
```
! RIJCOSX wB97M-V def2-TZVPD def2/J DEFGRID3
* xyz 1 1
N 1.69840 -4.56287 -0.55732
C 1.21931 -3.20714 -0.97740
C 0.05961 -3.31032 -2.03733
C -1.38185 -2.94131 -1.45137
C -2.15271 -2.03341 -2.47886
C -3.27297 -1.10501 -1.86798
C -2.79381 0.32461 -1.45197
F -2.18954 0.77090 -2.66785
C -3.89416 1.47667 -1.29806
S -5.47113 1.52081 -2.12831
N -3.37897 2.34946 -0.48446
F -4.18676 3.41880 -0.29442
C -2.00814 2.09360 0.14553
C -2.23021 2.68896 1.58095
C -1.33081 2.09492 2.72252
N 0.01613 1.64112 2.29944
C -1.05973 2.90896 -0.84174
C 0.09141 3.76278 -0.18585
C 1.54276 3.40772 -0.73529
C 1.88382 1.87517 -0.64512
N 3.27925 1.56422 -0.27758
C 3.68264 0.29990 -0.69547
C 5.04544 0.08389 -0.23667
C 5.35312 1.35375 0.45893
C 4.24122 2.27283 0.42554
C -1.96363 0.54319 -0.11438
O -0.69420 -0.01027 -0.48230
P -2.57540 -0.73313 1.15234
O -1.40300 -0.96260 2.35948
Br -4.38273 0.07063 2.28676
H 0.92640 -4.94577 -0.00495
H 2.49269 -4.45298 0.08219
H 2.10970 -2.74497 -1.49321
H 0.99360 -2.54897 -0.09478
H 0.35034 -2.67302 -2.90821
H 0.05264 -4.36789 -2.42414
H -1.19125 -2.48282 -0.45457
H -1.92078 -3.90785 -1.29574
H -1.39815 -1.50123 -3.10100
H -2.68973 -2.73397 -3.17961
H -3.86281 -1.65552 -1.09273
H -4.00376 -0.93166 -2.71122
H -5.86774 0.19670 -2.10179
H -1.97738 3.78523 1.50789
H -3.30081 2.68913 1.91992
H -1.92138 1.30798 3.26558
H -1.18383 2.91524 3.48261
H 0.67280 2.40977 2.47579
H 0.30555 0.91369 2.95996
H -0.57355 2.27140 -1.62535
H -1.71975 3.62340 -1.40763
H -0.06825 4.83387 -0.49953
H 0.12426 3.77673 0.92610
H 2.31952 4.06978 -0.27796
H 1.51738 3.66388 -1.83407
H 1.63427 1.35468 -1.60739
H 1.24684 1.46099 0.18744
H 3.00807 -0.37902 -1.25995
H 5.63990 -0.83508 -0.38164
H 6.32755 1.51698 0.95927
H 4.10937 3.28867 0.83231
H -0.15731 -0.12682 0.33070
H -0.94754 -1.79469 2.12159
C -7.92202 -1.69414 -4.43831
Cl -8.07301 0.02538 -4.82441
Cl -6.41119 -2.00315 -3.56389
Cl -9.30625 -2.24355 -3.49543
H -7.89422 -2.25715 -5.36983
C -5.72902 -3.06139 4.37418
Cl -7.14092 -3.88093 3.70147
Cl -5.32898 -3.71298 5.96471
Cl -4.34736 -3.20299 3.27813
H -5.96726 -2.00817 4.48680
C 8.64449 3.09293 3.01597
Cl 9.06020 4.12750 1.64487
Cl 7.07420 3.55265 3.68789
Cl 8.63936 1.39321 2.53554
H 9.39730 3.22807 3.78574
C -2.61886 6.86714 3.06719
Cl -1.48802 6.68106 1.71841
Cl -3.32231 5.30381 3.50435
Cl -1.81454 7.59665 4.45627
H -3.42143 7.52593 2.75150
C 7.47344 -2.34680 3.41357
Cl 8.92087 -1.66880 4.16261
Cl 6.40561 -3.03757 4.64165
Cl 6.62193 -1.11724 2.46903
H 7.77775 -3.14170 2.74133
C -7.72226 -5.46324 -6.93560
Cl -9.37329 -5.92908 -6.52236
Cl -7.62515 -4.93374 -8.61620
Cl -7.14635 -4.18759 -5.84733
H -7.08091 -6.32995 -6.81222
C 11.45757 -2.25526 0.85796
Cl 9.80508 -2.77079 1.22276
Cl 11.59262 -1.75273 -0.82926
Cl 11.95246 -0.94852 1.93829
H 12.12032 -3.09956 1.01707
*
```


no.,molar mass (g/mol)
1,538.2
2,294.1
3,1366.1